Molecular formula: C4H8ClNO2
Method: DFT, ωB97M-V/def2-TZVPD

The geometry in ORCA input format:
```
! RIJCOSX wB97M-V def2-TZVPD def2/J DEFGRID3
* xyz 0 1
C 0.1068 0.1063 0.1970
C -0.1198 1.3962 -0.5871
C 0.6861 -1.1092 -0.4128
C 1.5438 -0.2735 0.4139
H -1.6835 0.3136 1.2756
H -0.3315 0.3770 2.1406
H -0.1805 2.2549 0.1405
H 0.6419 1.4992 -1.3897
H 0.9023 -1.2155 -1.4815
H -0.6222 -2.0478 0.6167
H 2.2942 0.3301 -0.0384
H 1.6296 -1.7062 1.7533
N -0.7612 -0.1299 1.3539
O 0.2177 -2.3160 0.1879
O 1.9712 -0.8070 1.6583
Cl -1.6550 1.4923 -1.4664
*
```

SMILES: N[C@]1(CCl)[C@H](O)[C@@H]1O
Frontier orbital gap in eV: 10.3991
Energy relative to the best compared isomer or geometry (same formula, charge and spin) in kJ/mol: 108.26

Molecular formula: C4H8ClNO4
Method: DFT, ωB97M-V/def2-TZVPD

The geometry in ORCA input format:
```
! RIJCOSX wB97M-V def2-TZVPD def2/J DEFGRID3
* xyz 0 1
C 2.0101 -0.1948 1.1829
C 0.4832 0.0181 0.8070
C 0.2525 0.0270 -0.7636
C -1.2889 0.1858 -1.1089
N -0.1823 -1.1605 1.4268
O -0.8932 -0.9693 2.3962
O 0.0436 -2.2529 0.9509
O -1.7369 1.2393 -0.3362
O -1.5393 0.3763 -2.4644
Cl 1.1520 1.3709 -1.5988
H 2.2423 -1.2440 1.5243
H 2.5695 0.0186 0.3584
H 2.4425 0.4996 1.9502
H -0.0955 0.9948 1.1466
H 0.4959 -0.8205 -1.2437
H -1.7699 -0.9438 -0.9184
H -2.5900 1.5243 -0.7918
H -1.5953 1.3310 -2.5174
*
```

SMILES: C[C@@H]([C@H](Cl)C(O)O)[N+](=O)[O-]
Frontier orbital gap in eV: 10.9029
Energy relative to the best compared isomer or geometry (same formula, charge and spin) in kJ/mol: 21.38

Let's list LUMO energy in order: 0.687; 0.166 eV.